1.
{"formula": "C23H44NOP3Y", "method": "ωB97M-V with the def2-TZVPD basis set", "homo_ev": [-15.9, -16.2], "multiplicity": 1, "e_tot_ev": -56983.3351, "charge": 3, "symbols": ["Y", "P", "P", "P", "H", "C", "C", "H", "C", "C", "C", "C", "C", "C", "C", "C", "C", "H", "H", "H", "H", "H", "H", "H", "H", "H", "H", "H", "H", "H", "H", "H", "H", "H", "H", "H", "H", "H", "H", "H", "H", "H", "H", "H", "H", "H", "C", "C", "C", "C", "C", "C", "O", "H", "H", "H", "H", "H", "H", "N", "C", "C", "C", "C", "C", "C", "H", "H", "H", "H", "H", "H", "H"], "positions_angstrom": [[-0.0543, -0.5132, -0.8706], [1.3013, 2.0456, -1.4542], [0.8751, 0.4418, 1.9952], [-2.1779, 0.9941, 0.4249], [-3.3819, -5.6260, -4.9966], [-3.9634, -4.7072, -5.0827], [-3.4526, -3.5878, -5.6082], [-2.4064, -3.5115, -5.9536], [2.8620, 2.0203, -2.4293], [1.7484, 3.3444, -0.2248], [0.2469, 3.0504, -2.5831], [0.2839, -0.8587, 3.1635], [2.6858, 0.2388, 2.2385], [0.5613, 1.9825, 2.9616], [-3.4101, 0.9079, -0.9365], [-2.3618, 2.7416, 0.9350], [-3.0821, 0.1064, 1.7631], [-5.0052, -4.7455, -4.7623], [-4.1022, -2.7158, -5.7412], [2.7002, 1.5017, -3.3847], [3.6423, 1.4859, -1.8710], [3.2261, 3.0388, -2.6385], [2.4553, 2.9517, 0.5171], [0.8587, 3.7062, 0.3062], [2.2245, 4.2065, -0.7177], [-0.1557, 2.4030, -3.3744], [0.8231, 3.8561, -3.0607], [-0.5923, 3.4971, -2.0317], [0.5808, -0.6119, 4.1933], [0.7186, -1.8267, 2.8808], [-0.8096, -0.9365, 3.1019], [3.0008, 0.6905, 3.1895], [3.2203, 0.7419, 1.4223], [2.9665, -0.8223, 2.2400], [0.2091, 1.7451, 3.9748], [-0.2054, 2.5760, 2.4485], [1.4787, 2.5815, 3.0444], [-4.3463, 1.4109, -0.6570], [-3.6364, -0.1360, -1.1884], [-2.9990, 1.4007, -1.8288], [-3.3609, 3.1071, 0.6622], [-1.6143, 3.3509, 0.4091], [-2.2340, 2.8555, 2.0184], [-4.1646, 0.2724, 1.6667], [-2.7501, 0.4489, 2.7533], [-2.8762, -0.9683, 1.6760], [-2.2197, -2.5195, -2.3077], [-2.9738, -3.5570, -1.6974], [-4.3658, -3.4682, -1.7588], [-4.9734, -2.4095, -2.4611], [-4.1931, -1.5699, -3.2720], [-2.8145, -1.7855, -3.3639], [-1.0277, -2.1613, -1.8437], [-0.7014, -1.7253, 0.5627], [-2.4377, -4.3433, -1.1422], [-4.9810, -4.1937, -1.2219], [-6.0624, -2.2512, -2.4442], [-4.6581, -0.7521, -3.8536], [-2.1636, -1.3345, -4.1210], [1.7042, -2.1813, -1.3818], [2.5806, -2.4993, -0.2955], [2.0583, -3.1958, 0.7937], [2.8874, -3.4534, 1.8908], [4.2197, -3.0252, 1.8675], [4.7146, -2.2900, 0.7819], [3.8788, -1.9929, -0.3010], [1.0773, -2.9570, -1.6210], [2.2133, -1.9259, -2.2307], [1.0029, -3.4835, 0.7977], [2.4796, -3.9750, 2.7619], [4.8812, -3.2771, 2.7000], [5.7384, -1.9094, 0.7906], [4.2179, -1.3520, -1.1214]], "forces_ev_per_angstrom": [[1.28, 1.06, 2.06], [0.62, 1.57, -0.47], [0.61, -0.91, 0.54], [-0.96, -0.11, 0.26], [-0.14, 0.19, -0.07], [-0.60, -1.79, 0.78], [1.08, 2.17, -0.63], [-0.70, -0.13, 0.14], [0.13, -0.45, -0.06], [-0.08, -0.16, 0.41], [-0.25, -0.20, -0.10], [-0.21, 0.10, -0.04], [0.19, 0.19, -0.13], [-0.33, 0.26, -0.34], [-0.12, 0.09, -0.18], [0.19, 0.31, -0.25], [0.11, -0.21, -0.10], [0.24, -0.04, 0.00], [0.33, -0.36, -0.25], [0.10, 0.12, 0.20], [-0.14, 0.12, -0.15], [-0.28, -0.32, 0.12], [-0.16, 0.06, -0.15], [0.18, -0.14, -0.09], [-0.21, -0.38, -0.03], [0.02, 0.24, 0.07], [-0.12, -0.24, 0.22], [0.18, -0.13, -0.15], [-0.07, -0.08, -0.30], [-0.17, 0.30, 0.04], [0.31, -0.06, 0.13], [-0.10, -0.16, -0.21], [0.04, -0.11, 0.22], [-0.15, 0.34, -0.07], [0.12, 0.00, -0.30], [0.28, 0.03, 0.33], [-0.28, -0.17, -0.10], [0.20, -0.15, -0.10], [0.05, 0.20, 0.14], [-0.19, -0.04, 0.09], [0.24, -0.11, 0.12], [-0.23, 0.01, 0.24], [0.01, -0.06, -0.32], [0.30, 0.08, 0.09], [-0.08, -0.09, -0.31], [-0.08, 0.24, 0.09], [3.49, 0.12, 1.22], [-1.09, -0.92, 0.69], [0.89, -0.54, 0.46], [-0.38, 0.43, 0.06], [0.57, 0.47, -0.82], [-1.24, 1.07, -1.06], [-3.96, -1.82, -2.41], [-0.11, 0.14, 0.05], [-0.44, 0.56, -0.07], [0.21, 0.22, -0.17], [0.57, -0.21, 0.12], [0.23, -0.77, 0.18], [-0.35, 0.30, 0.50], [-0.68, 0.20, -0.90], [0.24, 0.30, 0.46], [0.24, -0.02, 0.35], [-0.06, 0.06, -0.28], [0.06, -0.21, 0.00], [-0.25, 0.16, -0.15], [0.15, -0.13, 0.45], [0.54, 0.09, 0.15], [0.11, -0.28, 0.23], [0.38, -0.05, 0.00], [0.26, 0.12, -0.35], [-0.24, 0.18, -0.27], [-0.33, -0.22, 0.01], [0.02, -0.38, 0.20]]}

2.
{"formula": "C23H45AlBeF10Li2N2O11P", "method": "ωB97M-V with the def2-TZVPD basis set", "homo_ev": -9.7, "multiplicity": 1, "e_tot_ev": -93948.6764, "charge": 1, "symbols": ["C", "C", "C", "N", "C", "C", "C", "O", "O", "O", "C", "H", "H", "H", "H", "H", "H", "H", "H", "H", "H", "H", "H", "H", "H", "H", "Li", "C", "C", "O", "C", "H", "H", "H", "H", "H", "H", "C", "C", "C", "O", "C", "O", "O", "H", "H", "H", "H", "H", "H", "C", "C", "O", "C", "O", "O", "C", "H", "H", "H", "H", "H", "H", "H", "H", "F", "P", "F", "F", "F", "F", "F", "F", "Al", "F", "F", "F", "Be", "C", "C", "C", "O", "H", "H", "H", "H", "H", "H", "H", "Li", "C", "C", "N", "H", "H", "H"], "positions_angstrom": [[-4.4611, -2.7698, 0.6267], [-3.8041, -2.8189, 1.7970], [-3.8372, -1.6961, 2.7984], [-2.9388, -1.8333, 3.9206], [-2.3012, -0.6414, 4.4236], [-1.3093, -0.0381, 3.3817], [-1.1724, 1.4668, 3.5764], [-0.2277, 2.0324, 2.6791], [-0.8678, 2.2477, 1.4112], [-0.0542, -0.6639, 3.5157], [0.2941, -1.5753, 2.5231], [-5.0506, -3.5955, 0.2503], [-4.4627, -1.8344, 0.0761], [-3.2284, -3.7151, 2.0445], [-3.6334, -0.7666, 2.2430], [-4.8700, -1.6538, 3.1479], [-2.2131, -2.5129, 3.7242], [-3.0305, 0.0904, 4.7691], [-1.7212, -0.9163, 5.3011], [-1.6684, -0.2401, 2.3628], [-2.1365, 1.9228, 3.3426], [-0.8562, 1.7356, 4.5796], [-0.7119, 1.4389, 0.9019], [1.0209, -2.2732, 2.9335], [-0.5850, -2.1454, 2.1579], [0.7336, -1.0763, 1.6512], [-1.5846, -4.3387, 2.2308], [-1.0152, 4.7725, -0.0376], [-0.9285, 5.6760, -1.2156], [-1.4261, 5.3606, -2.2994], [-0.2120, 6.9803, -1.0356], [-1.5463, 3.8372, -0.2671], [-0.0210, 4.5051, 0.3231], [-1.5478, 5.2854, 0.7673], [0.8223, 6.7955, -0.7406], [-0.7001, 7.5724, -0.2597], [-0.2104, 7.5424, -1.9707], [0.8732, -6.9515, -3.2005], [0.2409, -7.3858, -1.9069], [-1.1966, -6.9485, -1.6875], [-1.2546, -6.8360, -0.2531], [-0.0076, -6.5879, 0.1928], [0.2614, -6.2691, 1.3138], [0.8955, -6.7566, -0.7830], [0.9874, -5.8677, -3.2335], [1.8676, -7.3833, -3.3019], [0.2763, -7.2693, -4.0550], [0.3344, -8.4671, -1.7802], [-1.9334, -7.6649, -2.0369], [-1.4033, -5.9694, -2.1249], [3.7707, 6.5384, -4.8495], [2.8057, 6.8605, -3.7303], [3.4621, 7.3771, -2.5646], [3.8760, 8.6479, -2.6601], [3.7050, 9.3683, -3.6088], [4.4849, 8.9674, -1.5273], [5.0561, 10.2848, -1.5029], [4.5417, 5.8532, -4.4967], [3.2399, 6.0749, -5.6813], [4.2600, 7.4400, -5.2121], [2.3106, 5.9514, -3.3879], [2.0347, 7.5617, -4.0556], [4.3070, 11.0337, -1.7477], [5.8867, 10.3459, -2.2026], [5.4141, 10.4310, -0.4894], [-0.5794, 3.0128, 6.2276], [-0.2558, 1.9374, 7.4774], [-1.2662, 0.9790, 6.5122], [0.2492, 0.5219, 8.1123], [1.2858, 1.9723, 6.8976], [-1.4710, 1.8650, 8.5618], [0.1568, 3.2649, 8.3338], [-2.0374, -4.7761, 4.6156], [-3.6403, -4.6181, 5.2284], [-4.5105, -4.2971, 3.7990], [-3.6868, -3.3443, 6.2878], [-4.0971, -6.0690, 5.8823], [-1.5293, 2.2429, -1.6976], [6.1147, -7.8175, -3.0684], [4.9531, -8.8449, -3.5257], [4.9852, -9.9850, -2.3732], [5.2914, -9.3797, -4.6279], [7.0758, -8.3157, -2.9929], [6.1491, -7.0283, -3.8132], [5.8082, -7.4329, -2.0967], [3.9811, -8.3305, -3.4925], [5.9620, -10.4530, -2.3083], [4.2254, -10.7165, -2.6306], [4.7450, -9.4718, -1.4430], [-2.6572, 6.6879, -3.1408], [-5.7470, 5.5427, -6.3666], [-4.9603, 5.8467, -5.1861], [-4.3439, 6.0702, -4.2447], [-5.4721, 6.2213, -7.1721], [-5.5573, 4.5166, -6.6760], [-6.8050, 5.6624, -6.1395]], "forces_ev_per_angstrom": [[0.37, 0.26, 0.12], [0.53, 0.09, -0.40], [0.67, 0.13, -0.56], [0.66, 0.38, -1.03], [-0.14, -0.19, 0.43], [0.26, 0.02, -0.09], [-0.29, 0.14, -0.41], [0.21, -0.13, -0.20], [-0.20, -0.03, 0.04], [-0.03, -0.15, 0.21], [0.06, 0.00, -0.04], [1.03, -0.48, -0.67], [-1.23, 0.35, 0.52], [-1.63, -0.32, 0.71], [-0.22, 0.18, 0.14], [-0.02, 0.05, 0.15], [-0.20, -0.37, 0.57], [-0.12, 0.05, -0.23], [0.08, 0.11, 0.04], [-0.17, 0.09, 0.01], [-0.11, 0.04, 0.33], [0.13, 0.01, 0.07], [0.22, -0.12, 0.22], [0.06, 0.01, 0.04], [-0.04, 0.03, -0.02], [-0.03, -0.01, -0.07], [0.36, -0.83, 0.99], [-0.18, -0.22, -0.08], [0.17, -0.22, 0.13], [-0.50, 0.76, -0.01], [-0.17, 0.05, -0.34], [0.14, 0.65, 0.15], [-0.01, 0.11, 0.13], [0.14, -0.01, 0.10], [-0.02, 0.05, 0.12], [0.13, -0.06, 0.13], [0.08, 0.01, 0.01], [0.22, 0.19, -0.02], [-0.13, -0.01, -0.20], [0.05, -0.04, -0.03], [-0.06, 0.21, -0.09], [0.10, -0.22, 0.13], [-0.41, 0.55, -0.02], [0.09, -0.15, -0.04], [-0.13, 0.02, 0.01], [-0.01, -0.05, -0.02], [-0.04, -0.05, 0.04], [-0.04, 0.00, 0.09], [-0.03, -0.06, 0.15], [0.04, 0.01, -0.01], [0.18, 0.10, 0.07], [-0.20, -0.16, -0.17], [-0.04, -0.03, 0.04], [-0.04, -0.02, -0.02], [-0.02, 0.02, 0.01], [0.05, 0.01, 0.02], [0.03, 0.06, 0.09], [-0.05, -0.07, -0.02], [-0.01, -0.02, 0.02], [-0.06, 0.02, -0.03], [0.05, 0.01, 0.10], [0.09, 0.10, -0.02], [-0.01, -0.01, -0.05], [-0.04, 0.01, -0.05], [0.00, -0.05, 0.02], [-0.69, 0.06, 0.78], [0.08, 0.21, 0.01], [1.01, -0.21, -0.21], [0.11, 0.66, 0.66], [-0.63, -0.44, -0.80], [-0.46, 0.52, -0.86], [0.56, -0.80, 0.35], [0.50, 0.34, -1.21], [-0.17, -0.10, 0.13], [-0.07, -0.07, 0.04], [-0.03, 0.23, 0.13], [-0.08, -0.28, 0.04], [-0.04, -0.47, -0.36], [0.45, 0.01, 0.47], [-0.41, 0.23, -0.27], [0.37, -0.20, 0.53], [-0.02, -0.01, 0.07], [-0.04, -0.11, -0.08], [-0.14, -0.10, -0.12], [-0.13, -0.06, -0.02], [-0.01, -0.05, -0.13], [0.04, 0.05, -0.13], [-0.04, 0.09, -0.19], [-0.03, 0.14, -0.09], [-0.15, -0.75, -0.18], [-0.08, -0.01, -0.05], [0.08, -0.03, 0.29], [0.45, 0.29, -0.06], [0.00, 0.00, 0.00], [0.00, 0.00, 0.01], [0.00, 0.00, 0.00]]}

3.
{"formula": "C23H45BBrINbO8", "method": "ωB97M-V with the def2-TZVPD basis set", "homo_ev": -4.2, "multiplicity": 1, "e_tot_ev": -121327.9833, "charge": -1, "symbols": ["C", "C", "C", "Nb", "C", "I", "C", "C", "C", "C", "C", "O", "C", "C", "O", "C", "C", "O", "Br", "B", "O", "C", "C", "H", "H", "H", "H", "H", "H", "H", "H", "H", "H", "H", "H", "H", "H", "H", "H", "H", "H", "H", "H", "H", "H", "H", "H", "H", "H", "H", "H", "H", "O", "C", "O", "C", "C", "C", "H", "H", "H", "H", "H", "H", "H", "H", "O", "C", "O", "C", "C", "C", "H", "H", "H", "H", "H", "H", "H", "H"], "positions_angstrom": [[-2.1371, -4.0809, 3.3011], [-1.5176, -2.9173, 3.6958], [-1.8008, -1.6039, 3.1266], [-0.0434, -0.6412, 1.9605], [0.7365, 0.1083, 3.9732], [1.5511, -2.9147, 2.3187], [-0.8145, -1.2994, -0.0584], [-1.3333, -2.7590, -0.1208], [-2.8646, -2.8717, -0.1176], [-3.4708, -3.1365, -1.5140], [-4.1552, -1.8768, -2.0767], [-4.0554, -1.7659, -3.5163], [-2.8347, -1.3329, -3.9357], [-2.0474, -2.3233, -4.7462], [-2.4341, -0.2229, -3.7112], [-1.2978, 1.2602, 1.7662], [-2.6157, 1.1732, 2.3632], [-2.9529, 1.3496, 3.4910], [-4.0739, 0.7199, 1.0642], [1.6806, 0.6509, 1.0026], [2.1358, 1.7892, 1.6858], [2.3940, 0.3995, -0.4018], [2.7823, -1.0356, -0.7793], [-1.5817, -4.9675, 3.0202], [-3.2222, -4.0883, 3.2907], [-0.7998, -2.9720, 4.5147], [-2.7152, -1.6629, 2.5241], [-2.0076, -0.9159, 3.9632], [0.0920, 0.8708, 4.4124], [1.7773, 0.4299, 3.9510], [0.7216, -0.7762, 4.6191], [-1.6655, -0.6473, -0.2840], [-0.1044, -1.0991, -0.8636], [-0.9826, -3.1866, -1.0634], [-0.9452, -3.4016, 0.6688], [-3.3389, -1.9985, 0.3278], [-3.1487, -3.7138, 0.5133], [-2.6945, -3.4901, -2.1857], [-4.2497, -3.8905, -1.4095], [-5.2159, -1.9184, -1.8541], [-3.6998, -1.0040, -1.6136], [-2.4834, -2.3746, -5.7427], [-1.0160, -1.9911, -4.7662], [-2.0925, -3.3193, -4.3153], [-1.4296, 1.4178, 0.6979], [-0.7050, 2.0815, 2.1605], [3.0155, 1.6643, 2.0551], [1.7962, 0.8724, -1.1875], [3.3267, 0.9792, -0.3699], [1.9596, -1.7401, -0.6984], [3.2428, -1.0824, -1.7654], [3.5271, -1.3894, -0.0649], [3.6792, -2.8876, -4.8764], [4.6035, -2.1387, -5.0086], [5.7330, -2.3551, -4.3019], [6.9527, -1.6575, -4.5488], [7.0241, -0.3537, -3.7808], [4.5044, -0.9031, -5.8761], [7.1089, -1.5135, -5.6193], [7.7374, -2.3307, -4.2064], [6.2437, 0.3400, -4.0933], [7.9919, 0.1260, -3.9318], [6.8859, -0.5378, -2.7158], [4.1198, -0.0803, -5.2747], [3.8016, -1.1130, -6.6776], [5.4442, -0.6083, -6.3379], [-1.3631, 8.5811, 4.0333], [-1.7825, 7.4806, 3.7929], [-1.5475, 6.4885, 4.6653], [-2.1917, 5.2067, 4.5792], [-1.4550, 4.2462, 3.6746], [-2.4893, 7.1656, 2.4935], [-3.2363, 5.3230, 4.2873], [-2.1939, 4.8254, 5.5987], [-1.4261, 4.6053, 2.6444], [-1.9374, 3.2746, 3.6895], [-0.4207, 4.1325, 4.0021], [-1.7469, 6.8778, 1.7506], [-2.9930, 8.0682, 2.1573], [-3.2387, 6.3827, 2.5754]], "forces_ev_per_angstrom": [[0.12, 0.72, 0.31], [-0.10, -0.88, -0.30], [-1.50, 0.82, 1.72], [-0.50, -3.00, 0.69], [0.34, -0.20, -0.57], [0.11, 0.59, -0.31], [0.22, 0.33, -0.03], [-0.09, 0.27, -0.21], [-0.08, -0.71, -0.19], [-0.53, 0.65, 0.40], [0.44, -0.13, 0.10], [0.14, -0.50, 0.08], [0.17, 0.45, -0.03], [-0.15, -0.06, 0.13], [-0.09, -0.15, 0.16], [-0.20, 0.06, -1.00], [0.33, 0.34, 0.95], [-0.13, -0.07, -0.26], [-0.13, -0.06, -0.18], [-0.32, 1.30, -0.25], [-0.10, -0.35, 0.29], [0.68, -0.41, 0.29], [0.13, 0.14, 0.31], [-0.08, -0.53, 1.29], [-0.05, 0.19, -1.50], [1.03, 0.01, -0.84], [0.06, 0.10, -0.23], [0.12, 0.33, -0.22], [0.05, 0.15, -0.01], [0.00, 0.28, 0.14], [-0.21, -0.08, 0.04], [0.01, 0.16, 0.04], [0.04, -0.05, -0.08], [0.16, -0.21, 0.06], [0.11, 0.09, 0.12], [0.06, 0.11, 0.08], [0.05, 0.01, 0.17], [-0.03, -0.13, -0.13], [0.16, -0.32, -0.27], [-0.10, 0.26, -0.02], [-0.16, 0.26, -0.13], [0.12, 0.00, -0.13], [0.06, 0.05, -0.27], [-0.13, -0.06, 0.05], [0.21, -0.07, -0.09], [-0.01, -0.09, 0.44], [0.20, 0.30, -0.28], [-0.28, -0.04, 0.07], [-0.01, 0.17, -0.08], [-0.11, -0.01, -0.25], [-0.13, -0.11, -0.15], [0.07, -0.08, 0.00], [0.03, -0.16, 0.03], [-0.16, 0.36, 0.00], [0.05, -0.32, 0.00], [0.12, 0.20, 0.05], [-0.13, 0.04, 0.03], [0.18, -0.17, -0.33], [-0.05, 0.02, 0.00], [-0.06, -0.07, 0.03], [0.03, 0.02, -0.06], [0.01, -0.02, 0.00], [0.04, -0.03, 0.01], [0.02, 0.01, 0.02], [-0.14, 0.00, 0.12], [0.02, 0.10, 0.14], [0.01, 0.06, 0.05], [0.10, -0.10, -0.25], [-0.08, 0.09, 0.25], [0.00, -0.26, -0.09], [0.20, 0.29, -0.10], [-0.38, 0.10, 0.13], [0.01, 0.05, -0.03], [0.06, 0.09, 0.04], [-0.08, -0.02, -0.01], [-0.03, -0.02, 0.10], [-0.02, -0.04, 0.06], [0.01, -0.05, 0.01], [0.15, 0.07, -0.03], [0.13, -0.11, -0.05]]}